--- i ---
Here is a molecular structure, C20H28N2O5 from the Open Molecules 2025 dataset. Energies are from ωB97M-V with the def2-TZVPD basis set.

Cartesian coordinates (Å):
C  -1.620  -2.270  1.761
H  -2.498  -2.740  1.757
C  -1.593  -0.810  0.986
H  -2.283  -0.258  1.614
H  -0.721  -0.654  0.799
C  -2.408  -0.974  -0.348
C  -1.557  -1.767  -1.236
H  -1.385  -2.671  -1.243
H  -1.956  -1.554  -2.500
O  -0.139  -1.094  -1.497
C  0.796  -1.515  -0.909
O  0.650  -2.748  -0.600
C  2.092  -1.091  -1.035
C  3.258  -1.294  -0.384
N  4.334  -0.598  -0.531
C  4.320  0.687  -0.756
O  5.437  1.220  -0.736
N  3.238  1.075  -1.439
H  3.389  2.204  -1.868
C  1.931  0.563  -1.303
C  1.005  1.327  -0.610
C  -0.212  2.008  -0.886
C  -0.969  2.749  -0.179
C  -0.719  2.834  1.288
C  0.490  2.399  1.399
C  1.443  1.519  0.826
O  2.524  0.727  1.276
C  2.912  1.231  2.595
H  3.747  0.515  2.848
H  3.043  2.084  2.960
H  2.147  0.727  3.247
H  0.667  2.341  2.563
H  -1.302  3.383  1.761
O  -2.144  3.092  -0.681
C  -2.504  3.040  -2.013
H  -3.375  3.838  -2.085
H  -2.580  2.067  -2.486
H  -1.723  3.592  -2.399
H  -0.319  1.809  -2.073
H  1.403  0.637  -2.333
H  5.277  -0.993  0.184
C  3.280  -2.683  0.367
H  4.356  -2.969  0.444
H  2.724  -3.038  1.020
H  3.010  -3.437  -0.677
C  -3.623  -1.507  -0.489
C  -4.686  -0.775  0.428
H  -5.650  -1.161  0.235
H  -4.530  -0.707  1.338
H  -4.853  0.462  0.205
H  -4.082  -1.347  -1.566
H  -3.757  -2.450  -0.235
H  -2.190  0.224  -0.814
H  -1.196  -2.247  2.779
H  -0.898  -3.002  1.235

**Highest occupied orbital energy**: -0.2956 Ha
**Charge**: 0
**M**: 376.45 g/mol

--- ii ---
Here is a single C20H28N2O5 molecule from the Open Molecules 2025 dataset. Energies are from ωB97M-V with the def2-TZVPD basis set.

Cartesian coordinates (Å):
C  5.580  -0.394  -2.364
C  4.187  -0.950  -2.113
O  3.859  -0.910  -0.721
C  4.214  -1.963  0.021
O  4.790  -2.930  -0.399
C  3.784  -1.785  1.471
N  3.396  -0.440  1.797
C  2.071  -0.093  1.705
O  1.200  -0.944  1.665
N  1.777  1.247  1.784
C  2.662  2.301  1.328
C  2.539  2.465  -0.190
C  1.086  2.753  -0.564
C  0.158  1.678  0.008
C  -1.303  1.991  -0.268
O  -1.653  3.109  -0.589
C  -2.271  0.888  -0.104
C  -1.929  -0.410  0.282
C  -2.900  -1.384  0.408
C  -2.533  -2.773  0.832
C  -4.245  -1.081  0.134
O  -5.115  -2.129  0.291
C  -6.109  -2.358  -0.684
C  -4.616  0.226  -0.208
C  -6.045  0.655  -0.383
C  -3.616  1.176  -0.328
C  0.390  1.587  1.528
H  5.658  0.623  -1.985
H  6.323  -1.015  -1.870
H  5.782  -0.389  -3.431
H  3.424  -0.343  -2.606
H  4.122  -1.985  -2.460
H  4.591  -2.130  2.123
H  2.906  -2.421  1.636
H  4.097  0.265  1.640
H  3.695  2.109  1.624
H  2.348  3.223  1.826
H  3.183  3.277  -0.529
H  2.866  1.539  -0.670
H  0.976  2.794  -1.649
H  0.784  3.725  -0.167
H  0.410  0.708  -0.431
H  -0.909  -0.690  0.492
H  -1.473  -2.831  1.060
H  -2.771  -3.485  0.042
H  -3.107  -3.058  1.711
H  -5.780  -2.036  -1.675
H  -6.271  -3.437  -0.698
H  -7.054  -1.867  -0.435
H  -6.448  0.339  -1.345
H  -6.106  1.740  -0.337
H  -6.668  0.244  0.408
H  -3.874  2.192  -0.592
H  -0.241  0.824  1.981
H  0.177  2.552  1.996

**Highest occupied orbital energy**: -0.3138 Ha
**Charge**: 0
**SMILES**: CCOC(=O)CNC(=O)N1CCC[C@H](C(=O)c2cc(C)c(OC)c(C)c2)C1
**M**: 376.45 g/mol

Of all the structures shown, which is most stable? ii, and i is the least stable.